No. 1
Entry from OMol25: a cluster of 2 separate species, CH8NS in total in a non-equilibrium geometry (the ωB97M-V functional and the def2-TZVPD basis).

Properties
Multiplicity = 2
HOMO (alpha / beta) = -22.29 / -22.86 eV
Net charge = +2
E_LUMO (alpha / beta) = -9.0601 / -13.9312 eV
E_tot = -13470.7235 eV
Orbital gap (alpha / beta) = 13.23 / 8.93 eV

XYZ file:
```
11
CH8NS, DFT the ωB97M-V functional and the def2-TZVPD basis
N -0.026 0.405 2.196
H -0.973 0.034 2.251
H 0.379 0.361 1.254
H 0.568 -0.320 2.769
H 0.257 1.359 2.477
C 0.082 -0.810 -1.932
S 0.055 0.774 -0.831
H 1.153 -0.837 -2.096
H -0.442 -0.762 -2.935
H -0.380 -1.746 -1.540
H -0.672 1.542 -1.612
```


No. 2
Entry from OMol25: a structure of composition CH8Na5O7 in a non-equilibrium geometry (the ωB97M-V functional and the def2-TZVPD basis).

Properties
HOMO = -18.78 eV
Net charge = +3
E_LUMO = -11.0765 eV
E_tot = -37560.9496 eV
Orbital gap = 7.70 eV

XYZ file:
```
21
CH8Na5O7, DFT the ωB97M-V functional and the def2-TZVPD basis
Na -10.165 -14.294 2.073
Na -6.354 -15.015 3.941
Na -5.219 -15.229 0.051
Na -5.736 -19.086 0.559
Na -7.342 -18.266 3.834
C -7.772 -16.109 1.864
O -7.890 -15.100 1.078
O -8.508 -16.173 2.914
O -6.672 -16.825 1.807
O -6.489 -12.775 1.230
H -7.047 -13.570 1.239
H -6.759 -12.308 0.430
O -9.837 -16.358 5.352
H -9.978 -17.310 5.342
H -9.558 -16.126 4.462
O -8.410 -16.317 -1.414
H -8.250 -15.826 -0.596
H -8.976 -17.060 -1.180
O -9.542 -13.387 -1.552
H -9.368 -14.325 -1.704
H -8.694 -12.948 -1.658
```


No. 3
Entry from OMol25: a cluster of 3 separate species, CH8O2S in total in a non-equilibrium geometry (the ωB97M-V functional and the def2-TZVPD basis).

Properties
HOMO = -8.95 eV
SMILES = CS.O.O
Net charge = 0
E_LUMO = 0.8793 eV
E_tot = -16095.5204 eV
Orbital gap = 9.83 eV

XYZ file:
```
12
CH8O2S, DFT the ωB97M-V functional and the def2-TZVPD basis
C 1.148 -3.750 -1.516
S 2.237 -2.873 -0.409
H 1.700 -4.378 -2.344
H 0.491 -2.960 -1.849
H 0.449 -4.421 -0.905
H 2.576 -3.503 0.850
O -6.575 3.151 1.379
H -5.832 2.531 1.053
H -6.205 3.511 2.259
O 3.365 3.840 0.224
H 3.941 4.625 0.427
H 2.704 4.228 0.832
```


No. 4
Entry from OMol25: a cluster of 2 separate species, CH8O3SSi2 in total in a non-equilibrium geometry (the ωB97M-V functional and the def2-TZVPD basis).

Properties
HOMO = -9.80 eV
Net charge = 0
E_LUMO = -0.2367 eV
E_tot = -33896.9411 eV
Orbital gap = 9.57 eV

XYZ file:
```
15
CH8O3SSi2, DFT the ωB97M-V functional and the def2-TZVPD basis
C 1.851 -1.332 1.278
O 0.227 -2.700 -0.393
O 0.385 2.804 1.014
O -0.113 0.030 -0.125
Si -1.621 -0.478 -0.627
Si -0.330 2.917 -0.296
S 0.893 -1.385 -0.376
H 2.821 -0.896 0.928
H 1.259 -0.913 2.141
H 2.233 -2.316 1.424
H -1.846 -1.946 -0.541
H -2.949 0.030 -0.131
H -1.464 0.186 -1.910
H 0.413 3.069 -1.629
H -1.758 2.932 -0.759
```


No. 5
Entry from OMol25: a cluster of 4 separate species, CH8O4 in total in a non-equilibrium geometry (the ωB97M-V functional and the def2-TZVPD basis).

Properties
HOMO = -10.50 eV
SMILES = C=O.O.O.O
Net charge = 0
E_LUMO = 0.7074 eV
E_tot = -9356.1805 eV
Orbital gap = 11.21 eV

XYZ file:
```
13
CH8O4, DFT the ωB97M-V functional and the def2-TZVPD basis
C -0.474 -0.307 1.823
O -1.080 -1.308 1.573
H 0.372 -0.336 2.537
H -0.647 0.678 1.361
O 0.469 0.724 -1.656
H 0.679 0.958 -2.565
H -0.290 0.122 -1.700
O -1.348 -1.368 -1.358
H -1.264 -1.325 -0.397
H -1.521 -2.289 -1.570
O 1.489 1.642 0.950
H 1.201 1.018 0.272
H 2.415 1.790 0.729
```


No. 6
Entry from OMol25: a cluster of 4 separate species, CH8O5 in total in a non-equilibrium geometry (the ωB97M-V functional and the def2-TZVPD basis).

Properties
HOMO = -11.02 eV
SMILES = O=CO.O.O.O
Net charge = 0
E_LUMO = 0.6279 eV
E_tot = -11404.0095 eV
Orbital gap = 11.65 eV

XYZ file:
```
14
CH8O5, DFT the ωB97M-V functional and the def2-TZVPD basis
O -1.649 1.411 -1.884
C -1.466 1.615 -0.733
O -0.603 0.966 0.125
H -2.008 2.337 -0.088
H -0.863 0.021 0.224
O -0.747 -1.696 1.101
H -0.133 -1.334 1.758
H -0.557 -2.623 0.992
O 1.723 -0.827 1.514
H 2.443 -0.505 2.075
H 1.599 -0.072 0.914
O 1.119 0.186 -1.766
H 0.185 0.336 -1.517
H 0.956 0.187 -2.716
```


Calculated ΔE to the lowest compared entry with this formula, charge and spin in order - 20.5 11.1 37.4 54.8 2.4 21.7 kcal per mole